Formula: C32H55N3O4PrSSi3
Source: OMol25
Level of theory: wB97M-V/def2-TZVPD

```
! RIJCOSX wB97M-V def2-TZVPD def2/J DEFGRID3
* xyz 0 4
Pr 0.53412 0.38682 0.26873
C 1.47850 3.04345 -1.79205
O 1.18485 1.63048 -1.85093
C 0.84657 1.27770 -3.24111
C 1.18320 -0.12742 -3.57259
O 0.35333 -1.02805 -2.88139
C 0.61391 -2.39448 -3.44977
C -0.64317 -3.24575 -3.47029
O -0.80226 -3.86253 -2.15758
C -1.82423 -4.87589 -2.31053
H 1.06461 3.50964 -0.90634
H 2.56882 3.22418 -1.71898
H 0.99480 3.55345 -2.66388
H -0.18689 1.64640 -3.48147
H 1.50802 1.92409 -3.79368
H 1.08888 -0.22680 -4.68731
H 2.26242 -0.34992 -3.35390
H 0.92886 -2.34144 -4.50767
H 1.32686 -2.90397 -2.78480
H -1.54037 -2.68113 -3.78089
H -0.45458 -4.04234 -4.22824
H -1.34665 -5.82987 -2.57280
H -2.40868 -4.96886 -1.37750
H -2.48115 -4.60070 -3.11575
C -2.03962 -1.66982 2.32326
Si -2.67431 0.14940 2.16837
C -4.51972 0.07836 2.45194
C -2.27004 1.10956 3.80767
C -2.15133 0.95761 0.50733
Si -3.29640 0.22719 -0.86800
C -3.55717 -1.61993 -0.74364
C -4.97176 1.07316 -1.06094
C -2.44722 0.49051 -2.55098
Si -2.28779 2.82891 0.59047
C -3.80686 3.49587 1.45560
C -2.32285 3.79699 -1.03139
C -0.67508 3.34061 1.46167
C -0.69474 4.66756 1.88676
C 0.37824 5.16351 2.59771
C 1.46057 4.31699 2.80876
C 1.48865 3.06948 2.25245
N 0.43959 2.58985 1.56588
H -1.41652 -1.66696 3.21258
H -1.49440 -1.96218 1.41307
H -2.96542 -2.29942 2.45617
H -4.70736 -0.67611 3.22793
H -5.13597 -0.30342 1.59353
H -4.97136 0.98189 2.84988
H -1.58752 0.50975 4.36692
H -3.20824 1.26674 4.40706
H -1.80786 2.11099 3.73217
H -4.41020 -1.87829 -0.13350
H -2.63220 -2.07014 -0.34825
H -3.69518 -1.95684 -1.75533
H -5.51160 1.23919 -0.14424
H -5.66513 0.44339 -1.66336
H -5.00659 2.11269 -1.54146
H -1.38577 0.18351 -2.68023
H -2.59159 1.55157 -2.80121
H -3.02818 -0.04538 -3.33141
H -4.15331 2.81847 2.23396
H -4.58542 3.54188 0.62533
H -3.67741 4.53544 1.84500
H -3.21817 3.90401 -1.62305
H -1.57305 3.40645 -1.76240
H -2.01871 4.85065 -0.79905
H -1.59305 5.30908 1.81265
H 0.34661 6.18640 2.99682
H 2.33993 4.69022 3.32715
H 2.38828 2.45237 2.28991
N 8.74922 -0.08531 1.01116
C 7.62312 0.13865 0.96271
C 6.20267 0.42872 0.87373
C 5.65281 1.04769 -0.25070
C 4.27078 1.09987 -0.40237
C 3.36624 0.73318 0.55785
C 3.94516 0.16049 1.69841
C 5.34513 0.03019 1.87499
H 6.27877 1.38412 -1.05844
H 3.84022 1.44174 -1.38388
H 3.34574 -0.27970 2.46655
H 5.65096 -0.28527 2.85571
S 1.17361 -1.02841 4.13700
C 0.86983 -0.43831 2.65887
C 3.45755 -4.45413 1.34636
N 2.95663 -3.40122 0.43541
C 3.97361 -2.71337 -0.41347
C 1.66345 -3.07006 0.39407
C 0.57841 -4.10631 0.75824
O 1.25832 -1.87825 0.03682
H 4.52683 -4.39899 1.37045
H 3.20430 -5.43288 0.99330
H 2.98806 -4.31365 2.34747
H 4.70824 -2.17952 0.19500
H 3.49715 -1.94243 -1.02859
H 4.51928 -3.45389 -1.05619
H 0.43971 -3.94105 1.80634
H 0.93079 -5.12895 0.62255
H -0.35311 -3.95183 0.19182
*
```

Results
**Kohn-Sham gap (alpha / beta)**: 5.70 / 7.31 eV
**E_LUMO (alpha / beta)**: 0.180 / 0.180 eV
**M**: 803.04 g/mol

---

Formula: C17H29LuN7O7Se
Source: OMol25
Level of theory: wB97M-V/def2-TZVPD

```
! RIJCOSX wB97M-V def2-TZVPD def2/J DEFGRID3
* xyz 1 1
Lu -0.21412 0.39202 0.21451
O 1.73609 -0.94556 2.30720
C 1.24156 -0.67979 3.61955
C -0.26501 -0.73318 3.58232
N -0.87566 0.24316 2.65948
C -0.53110 1.63099 3.07150
C 0.76594 2.15204 2.46290
O 1.37733 3.03767 3.01613
O 1.10040 1.58229 1.33573
C -2.34104 0.08061 2.65858
C -2.97293 0.74174 1.44240
O -4.17019 0.69526 1.28309
O -2.10633 1.25645 0.60554
H 2.52502 -0.41434 2.15614
H 1.59181 0.29229 3.97353
H 1.59977 -1.43648 4.31921
H -0.64094 -0.56376 4.59857
H -0.59086 -1.73137 3.27822
H -0.45947 1.72503 4.15742
H -1.32337 2.29688 2.73298
H -2.80820 0.47748 3.56426
H -2.58675 -0.98182 2.60841
N -2.25315 -1.08897 -0.87917
C -2.54796 -2.53590 -0.98614
C -1.93967 -3.30859 0.18119
C -0.64758 -4.02162 -0.20652
C 0.39625 -3.13468 -0.86260
N 0.74582 -1.96562 -0.02834
H -2.98612 -0.67812 -0.30463
H -2.40970 -0.64534 -1.77850
H -2.12783 -2.89810 -1.92625
H -3.62415 -2.70343 -1.04465
H -2.64817 -4.03768 0.57416
H -1.74987 -2.60632 1.00094
H -0.88500 -4.82433 -0.90983
H -0.20637 -4.50910 0.66822
H 0.05059 -2.77295 -1.83274
H 1.29081 -3.73191 -1.05032
H 1.66655 -1.64287 -0.31514
H 0.91422 -2.26489 0.92977
Se -0.45994 4.47721 -0.64882
N -0.99563 4.68533 -2.31917
C -1.03602 3.47822 -2.85434
C -1.41172 3.14157 -4.19437
C -1.39040 1.83105 -4.52835
C -1.02674 0.83002 -3.56146
N -0.67934 1.07947 -2.33556
C -0.66063 2.40616 -1.98795
N -0.29898 2.72024 -0.76959
H -1.70124 3.91380 -4.89485
H -1.66293 1.50732 -5.52367
H -1.04787 -0.21547 -3.85795
N 5.31522 1.22710 -1.39788
C 3.93529 1.53973 -1.73079
C 3.01504 0.56316 -1.04788
O 3.61714 -0.36956 -0.33344
O 1.80678 0.64004 -1.13477
H 5.87990 1.02029 -2.20877
H 4.58585 -0.21073 -0.47466
H 5.76544 1.96812 -0.87952
H 3.73216 1.48943 -2.80095
H 3.62797 2.53034 -1.39239
*
```

Results
**Kohn-Sham gap**: 7.85 eV
**E_LUMO**: -4.071 eV
**M**: 697.39 g/mol

---

Among the records above, which one has the lowest M?
C17H29LuN7O7Se

---

What is the M in the second record?
697.39 g/mol

---

Which of these has the highest M?
C32H55N3O4PrSSi3